[1]
{
  "formula": "C5H5ClO",
  "method": "ωB97M-V with the def2-TZVPD basis set",
  "charge": 0,
  "e_homo_ev": -9.048,
  "orbital_gap_ev": 9.1889,
  "fmax_ev_per_a": 4.04,
  "e_above_lowest_kcal_mol": 69.96,
  "species": ["C", "C", "C", "C", "C", "O", "Cl", "H", "H", "H", "H", "H"],
  "coordinates": [[0.079902, -1.185000, -1.784226], [-0.293186, -0.412131, -0.979561], [3.358146, -0.438943, 0.843249], [2.241797, -1.118814, 1.013604], [-0.700226, 0.478862, 0.098874], [4.416914, -0.010166, 0.677954], [2.182020, -2.687935, 0.327598], [0.718725, -1.828905, -2.333008], [1.411110, -0.626274, 1.500216], [-0.309312, 1.458805, -0.046188], [-0.120196, 0.084441, 0.867924], [-1.674412, 0.450893, 0.299671]],
  "forces_ev_per_angstrom": [[1.414, -1.426, -1.419], [-1.322, 1.698, 1.084], [0.177, -0.993, -0.089], [0.180, 1.114, 0.250], [3.501, -0.414, -1.969], [0.024, 0.556, 0.029], [-0.129, -0.374, 0.033], [-0.327, -0.234, -0.396], [0.111, -0.510, -0.053], [-0.067, 0.955, -0.331], [0.370, -0.394, 2.018], [-3.933, 0.023, 0.842]]
}


[2]
{
  "formula": "C8H19BClO4S",
  "method": "ωB97M-V with the def2-TZVPD basis set",
  "charge": -1,
  "e_homo_ev": -4.566,
  "orbital_gap_ev": 7.5202,
  "fmax_ev_per_a": 3.59,
  "species": ["C", "C", "O", "C", "C", "B", "S", "Cl", "C", "O", "C", "O", "C", "C", "O", "H", "H", "H", "H", "H", "H", "H", "H", "H", "H", "H", "H", "H", "H", "H", "H", "H", "H", "H"],
  "coordinates": [[0.179301, 3.045294, 0.868003], [1.643632, 2.751533, 0.143225], [2.496222, 1.806530, 0.879069], [2.660524, 0.526659, 0.173909], [1.751600, -0.585988, 0.967580], [1.617145, -2.041126, 0.213564], [3.350496, -2.664263, -0.235685], [0.799688, -3.196846, 1.474547], [0.663066, -2.048797, -1.125719], [0.093459, -0.743115, -1.493420], [-1.290923, -0.916036, -2.040388], [-2.276553, -1.246396, -0.960828], [-2.365883, -0.138072, 0.009564], [-3.437483, -0.429312, 1.240340], [-4.674010, 0.295963, 0.889634], [0.291291, 3.234034, 2.023784], [-0.457372, 2.072515, 0.707536], [-0.369739, 3.923077, 0.295654], [2.206339, 3.801228, 0.149162], [1.446239, 2.479752, -0.977386], [3.802528, 0.212428, 0.324448], [2.493746, 0.568721, -0.983576], [0.732992, -0.088941, 1.259467], [2.315175, -0.798465, 1.998122], [3.834235, -1.666868, -1.134386], [-0.176010, -2.873497, -0.964451], [1.290213, -2.428053, -2.067604], [-1.357514, -1.822455, -2.807979], [-1.672495, 0.031172, -2.620396], [-2.607209, 0.856037, -0.584072], [-1.320955, 0.068513, 0.546235], [-3.557955, -1.591778, 1.323888], [-2.927196, -0.065592, 2.236528], [-5.176594, -0.327856, 0.271630]],
  "forces_ev_per_angstrom": [[0.252, -1.087, -0.630], [-0.325, 1.832, 0.549], [-1.241, 0.635, -2.626], [0.835, -1.647, 1.098], [0.801, 1.153, 0.830], [-0.847, 1.802, -0.168], [1.640, 0.138, -0.895], [0.215, -0.415, 0.202], [-0.210, -1.978, -1.658], [-3.292, -0.920, -1.107], [0.228, -0.635, 0.172], [1.256, 1.842, -0.292], [1.184, 0.709, 0.981], [1.628, -0.285, -1.657], [-0.012, -2.380, -0.120], [-0.174, -0.202, -2.419], [1.076, 1.910, 0.471], [1.204, -1.658, 1.339], [-0.984, -2.151, -0.068], [0.484, 0.130, 2.132], [-2.444, 0.752, -0.323], [-0.099, 0.198, 2.156], [1.726, -0.844, -0.666], [-1.150, 0.630, -2.079], [-0.951, -1.141, 1.140], [1.416, 1.900, -0.419], [-1.292, 0.795, 1.725], [0.296, 1.725, 1.863], [1.116, -1.370, 1.424], [0.065, -1.863, 1.332], [-1.988, -0.782, -1.400], [-0.025, 2.175, -0.172], [-1.513, -0.331, -2.015], [1.126, 1.364, 1.298]]
}


[3]
{
  "formula": "CHIOS",
  "method": "ωB97M-V with the def2-TZVPD basis set",
  "charge": 0,
  "e_homo_ev": -9.016,
  "orbital_gap_ev": 8.3477,
  "fmax_ev_per_a": 2.10,
  "e_above_lowest_kcal_mol": 16.05,
  "species": ["C", "O", "S", "I", "H"],
  "coordinates": [[-0.615891, 2.143558, 1.822181], [-1.338878, 1.662182, 1.083559], [1.387331, -0.939869, -0.894748], [-0.719889, -0.717794, -1.900349], [1.287326, -2.148076, -0.110644]],
  "forces_ev_per_angstrom": [[-1.192, -0.814, -1.240], [1.198, 0.810, 1.240], [0.617, -1.464, 1.272], [-0.359, -0.201, -0.027], [-0.264, 1.670, -1.245]]
}